(1)
Molecular formula: C34H35CaClN5O4S2
Method: DFT, ωB97M-V with the def2-TZVPD basis set

Computed properties:
* ΔE to the lowest compared entry with this formula, charge and spin: 35.2 kJ/mol
* HOMO level: -10.37 eV
* energy: -104091.4398 eV
* frontier orbital gap: 8.03 eV
* net charge: +1

```
82
Properties=species:S:1:pos:R:3:forces:R:3:nbo_charge:R:1
Ca -1.26862 -0.22296 0.29508 -0.3204 0.1110 -0.8640 1.7482
Cl 7.24998 0.26274 -4.38092 0.1692 -0.1365 -0.0760 0.0138
S -2.07882 -2.42396 3.23908 0.4946 -0.7631 -0.1655 -0.3034
S -4.98742 2.44034 0.04628 0.4875 -0.1168 0.0470 0.4100
O 2.10768 2.13454 0.19278 -0.2771 -0.1806 -0.3971 -0.5166
O 0.85168 0.49924 -0.72592 -0.8017 -1.0362 -0.2083 -0.5314
O 2.41548 3.06534 -2.56612 0.1224 0.0917 0.1004 -0.4807
O 0.44978 -0.73376 1.19518 1.5489 -0.8818 1.4095 -0.8107
N 1.38898 -0.46226 0.29198 1.2625 1.0394 0.4541 0.0872
N 1.54398 -3.77086 2.18018 -0.1042 0.1668 0.3962 -0.3390
N -2.28142 0.23704 3.34968 -0.0210 0.0545 -0.1713 -0.6252
N -2.66002 1.45884 0.53018 -0.3965 0.4193 0.0297 -0.6751
N -4.16172 -0.83786 3.72358 0.3203 0.1896 -0.0502 -0.5802
C -3.66602 -2.57666 -0.18122 -0.3141 -0.0082 -0.0978 -0.2393
C -4.54902 0.55754 3.75638 -0.2644 0.3176 -0.1099 -0.2248
C -3.18312 1.25894 3.85808 -0.1375 0.3982 0.1933 -0.2279
C 2.47868 -2.64416 1.81738 0.4814 0.8727 -0.2507 -0.2483
C 3.90668 1.14344 -2.40692 -0.2812 0.1377 0.0406 -0.2165
C -3.23842 -1.25916 -0.05212 -0.8762 -0.3861 -0.2357 -0.5595
C -4.25852 -0.28806 0.06138 -0.4610 -1.0732 -0.1765 -0.1312
C -1.31652 3.45594 0.96398 -0.1065 -0.1370 -0.0447 -0.2671
C 3.51858 2.34544 -2.97482 0.2772 -0.1788 -0.2006 0.2676
C 2.67098 -2.52376 0.33128 -0.1637 0.1162 0.1406 -0.1256
C 3.63168 -3.36586 -1.72312 0.0263 -0.0348 -0.1889 -0.2292
C -5.00782 -2.92716 -0.21152 0.1753 -0.1797 0.0456 -0.1734
C 2.04148 -1.57176 -1.79342 -0.2328 0.1539 0.1701 -0.2710
C 1.29478 2.37304 -2.09472 -0.1381 -0.1541 -0.1438 -0.1676
C 5.05118 0.49134 -2.83272 0.1268 0.0213 -0.1868 -0.2484
C 3.86008 4.19624 -4.63412 -0.0377 -0.0240 0.0689 -0.6255
C 5.41998 2.24214 -4.43412 -0.0318 -0.1054 0.1239 -0.2176
C -2.85952 -0.99056 3.43028 -0.2339 0.0884 0.3048 0.2965
C -1.31512 4.83364 0.99818 0.0762 0.0054 0.0455 -0.1843
C 1.96948 -1.53816 -0.39632 0.4123 -0.6954 -0.9465 0.1875
C -3.67572 3.54444 0.38078 0.2163 -0.3319 0.0388 -0.2358
C 0.35568 -3.81406 1.30858 -0.9519 0.1376 -0.5032 -0.4550
C -2.46722 5.56264 0.70768 -0.0558 0.0220 0.0043 -0.2051
C 1.49208 1.69294 -0.72962 0.7419 1.2202 0.3159 0.7696
C -5.61692 -0.63236 0.02348 0.0811 0.3086 0.1000 -0.2015
C 5.80838 1.04684 -3.84652 -0.2289 0.0794 0.1571 -0.0339
C 2.21138 -5.08256 2.20278 0.3492 -0.7201 0.0943 -0.4214
C -5.98952 -1.95206 -0.11152 -0.1080 0.0878 0.0410 -0.2390
C -3.86882 1.09154 0.22818 -0.6841 0.8936 -0.0262 0.1373
C 4.28308 2.90674 -4.00852 -0.2274 -0.0376 0.2261 -0.0267
C 3.51908 -3.39326 -0.34522 -0.1810 0.1219 0.0018 -0.1842
C -2.50192 2.80554 0.62898 -0.4794 1.1495 -0.0091 0.1731
C 2.85978 -2.47226 -2.44512 0.0966 -0.2137 0.0934 -0.1583
C -3.66032 4.93014 0.41068 0.0042 0.0160 0.0277 -0.2024
H 5.34258 -0.43696 -2.36862 0.0801 -0.1117 0.0165 0.2272
H -4.55112 5.50084 0.21038 -0.1390 0.1031 -0.0474 0.2325
H 3.33258 0.69194 -1.61492 0.0887 -0.0238 0.0752 0.1946
H 1.20138 -3.56456 3.12458 0.0673 -0.0151 -0.1281 0.4422
H -6.37062 0.13974 0.12528 -0.1513 -0.0158 -0.0328 0.2050
H -7.03382 -2.22386 -0.13102 -0.0949 -0.0139 -0.0107 0.2207
H 0.96488 1.61624 -2.82172 0.0720 0.1205 0.1093 0.1925
H 1.56858 -5.81726 2.68478 -0.0944 0.1051 -0.0451 0.2358
H 2.01768 -1.71866 2.17058 0.0972 -0.3371 0.2131 0.2781
H 3.42928 -2.80846 2.33128 -0.2026 -0.1425 0.0048 0.2266
H 3.70728 4.94784 -3.86372 -0.0345 0.1536 -0.0200 0.2311
H 4.11108 -4.09736 0.22008 0.0716 -0.0799 0.0947 0.2147
H 2.90508 -2.45946 -3.52282 0.0091 -0.0026 -0.1112 0.2324
H 6.00648 2.65794 -5.23842 0.0958 0.0512 -0.0609 0.2304
H -5.19442 0.75864 4.61318 0.0834 0.0949 -0.1050 0.2200
H 0.51118 3.13264 -1.99342 0.0322 -0.1891 0.0778 0.2332
H -2.42472 6.64044 0.72138 -0.0362 0.0973 0.0313 0.2294
H -0.41172 5.35404 1.26678 0.1667 0.1074 -0.0056 0.2288
H 3.15008 -5.02956 2.75108 -0.0529 0.1330 0.0108 0.2294
H 4.61458 4.54484 -5.33252 -0.0023 0.0648 -0.0751 0.2213
H 0.66868 -3.94456 0.27358 0.0749 -0.0869 0.1425 0.2312
H -0.43112 2.87764 1.20098 0.1025 0.0567 0.0032 0.2225
H 2.91458 4.06454 -5.15912 -0.0464 0.0967 -0.0604 0.2244
H -0.20572 -2.88016 1.41078 0.3099 -0.2741 0.0328 0.2807
H -5.29342 -3.96456 -0.29732 -0.0736 -0.1444 -0.0548 0.2122
H -1.27802 0.32854 3.42698 -0.1432 -0.2023 0.1553 0.4241
H -4.82262 -1.59246 3.66048 0.1660 -0.1168 -0.0780 0.4324
H -5.07772 0.83934 2.83588 0.0616 -0.0323 0.1443 0.1998
H -3.12952 2.16534 3.25338 -0.0689 -0.0340 0.0625 0.2168
H 1.45598 -0.88146 -2.38302 0.1200 0.0326 0.0667 0.2341
H -2.94462 1.51414 4.89938 -0.0208 -0.0612 -0.1742 0.2028
H 4.30048 -4.03966 -2.23462 0.0874 -0.0738 -0.0027 0.2318
H 2.40888 -5.40706 1.18298 -0.0375 0.1184 0.0161 0.2348
H -2.92282 -3.36286 -0.26472 -0.0400 -0.1273 0.0100 0.1876
H -0.28772 -4.63906 1.60438 0.0985 -0.0765 0.1273 0.2304
```
Positions in Å, forces in eV/Å.



(2)
Molecular formula: C3H4BrNO2S
Method: DFT, ωB97M-V with the def2-TZVPD basis set

Computed properties:
* ΔE to the lowest compared entry with this formula, charge and spin: 367.6 kJ/mol
* HOMO level (alpha / beta): -10.19 / -10.13 eV
* energy: -89633.4201 eV
* frontier orbital gap (alpha / beta): 5.91 / 5.85 eV

```
12
Properties=species:S:1:pos:R:3:forces:R:3:nbo_charge:R:1
Br -2.89567 -1.03751 0.37662 1.2862 1.3675 -0.7379 -0.2812
S 0.51356 -0.47034 -0.75629 2.6963 2.5211 1.7223 2.1517
O 1.59944 0.17788 -1.48470 -1.0949 -0.3546 0.6163 -0.8975
O -0.00705 -1.68496 -1.16153 -1.4341 -2.6884 -1.5505 -0.8889
N -0.69717 2.64775 0.84647 0.0043 -1.5390 -2.2879 -0.1225
C -0.73639 1.88834 -0.05770 -0.2894 2.9615 3.3215 0.1344
C 1.01631 -0.66962 0.98187 -5.2870 -4.1693 0.2499 -0.8641
C -0.77355 0.83141 -0.89932 -0.8252 -4.1303 -1.5445 -0.3225
H 1.14519 -1.79014 1.28021 0.0634 1.8439 -1.3712 0.2823
H -1.16154 0.68117 -1.95170 0.0990 0.8741 1.4342 0.3081
H 1.81969 -0.14169 1.14466 4.2722 2.8898 0.9359 0.2280
H 0.17719 -0.43230 1.68142 0.5093 0.4237 -0.7880 0.2724
```
Positions in Å, forces in eV/Å.



(3)
Molecular formula: C4H8O2
Method: DFT, ωB97M-V with the def2-TZVPD basis set

Computed properties:
* ΔE to the lowest compared entry with this formula, charge and spin: 125.2 kJ/mol
* HOMO level: -9.80 eV
* energy: -8371.9846 eV
* frontier orbital gap: 10.89 eV
* SMILES: C[C@H]1COCO1

```
14
Properties=species:S:1:pos:R:3:forces:R:3:nbo_charge:R:1
O 0.21530 1.17873 -0.18942 0.0027 0.0275 0.0397 -0.5234
O 1.71266 -0.48986 -0.59928 0.0825 0.0678 -0.1019 -0.5374
C 1.57046 0.91252 -0.41827 0.3131 0.2347 -0.0424 0.2270
C -1.79126 0.01952 0.46383 0.0199 -0.0164 -0.0200 -0.6219
C 0.42955 -1.06388 -0.41922 -0.3336 -0.1587 0.0956 -0.0889
C -0.27952 -0.00759 0.42456 -0.1020 -0.1786 0.0759 0.0644
H 0.11502 -0.07252 1.45266 -0.0304 0.0199 -0.0938 0.1631
H -2.17789 -0.91399 0.88689 0.0640 0.1304 -0.0757 0.2153
H -2.11778 0.84407 1.10545 0.0041 -0.1311 -0.1253 0.2236
H 1.89289 1.45218 -1.31625 -0.0893 -0.0710 0.1256 0.1632
H -2.22127 0.16505 -0.53236 0.1398 -0.0531 0.1106 0.2177
H -0.07211 -1.21075 -1.38885 0.0206 0.0568 0.1879 0.1681
H 0.54201 -2.02991 0.08290 -0.0199 0.1592 -0.0527 0.1906
H 2.18194 1.21645 0.44735 -0.0715 -0.0873 -0.1235 0.1387
```
Positions in Å, forces in eV/Å.



(4)
Molecular formula: C17H19Cl3N3
Method: DFT, ωB97M-V with the def2-TZVPD basis set

Computed properties:
* ΔE to the lowest compared entry with this formula, charge and spin: 34.7 kJ/mol
* HOMO level: -4.33 eV
* energy: -59976.6082 eV
* frontier orbital gap: 7.15 eV
* net charge: -1

```
42
Properties=species:S:1:pos:R:3:forces:R:3:nbo_charge:R:1
Cl -0.46214 -0.02793 0.80153 0.2219 0.0743 -0.1264 -0.9531
Cl 1.87736 3.17697 -1.36659 -0.0493 0.1659 0.0149 -0.0777
Cl -0.80307 0.70845 -3.65962 0.0115 0.0397 -0.1341 -0.0929
N -2.73770 3.09643 1.32372 0.0123 -0.0856 0.4986 -0.3865
N -2.61421 -3.38920 2.05321 -0.3368 -0.2206 -0.5418 -0.3908
N 3.17225 -1.90417 -0.60660 0.2208 -0.3526 0.2444 -0.4179
C 4.41672 -2.28598 -0.90841 -0.3846 0.0355 -0.1477 0.0228
C 2.94286 -0.61159 -0.41582 -0.0155 0.6188 -0.0112 0.0269
C -1.32654 -3.65329 1.85874 0.7889 0.3231 -0.2704 0.0436
C -3.91700 4.92684 0.32896 -0.0806 0.0843 -0.2011 -0.2805
C 1.00341 2.49599 -2.77056 0.2482 0.3442 -0.7493 -0.3729
C -0.74995 -4.90150 2.04171 -0.4591 -0.6765 0.0274 -0.2673
C 5.45743 -1.39887 -1.09747 0.1861 -0.0818 0.1356 -0.2843
C -1.65299 3.44543 0.64314 0.2327 -0.0898 -0.6240 0.0426
C 5.19952 -0.04700 -0.93841 0.0876 0.3748 -0.2228 -0.1854
C 3.92565 0.37162 -0.60736 -0.0683 -0.5363 0.2746 -0.2657
C 0.38171 1.17609 -2.39936 -0.2394 0.3416 0.0454 -0.3961
C -1.57029 -5.94114 2.47093 0.0938 0.0803 0.3972 -0.1852
C -3.40013 -4.42187 2.32514 -0.0068 -0.2983 0.3310 0.0330
C -3.82183 3.84088 1.18673 -0.3268 0.3400 -0.0024 0.0328
C -1.63095 4.55280 -0.19557 -0.0830 0.3558 -0.3549 -0.2701
C -2.92491 -5.70336 2.60019 -0.2070 0.2998 0.0103 -0.2867
C -2.78402 5.30089 -0.36833 0.0610 -0.1660 -0.0812 -0.1868
H 1.94411 -0.32906 -0.07459 -0.0516 -0.1122 -0.1170 0.2656
H -3.60509 -6.46905 2.95178 -0.0083 -0.0481 -0.1435 0.2033
H -0.15750 1.28521 -1.45905 0.0331 -0.4771 0.0817 0.2853
H -0.76820 4.83127 -0.78914 0.2314 -0.2527 0.2489 0.2118
H -4.47114 -4.23905 2.33881 0.0366 0.1517 0.1902 0.1782
H 5.99206 0.67796 -1.09083 -0.0021 -0.0132 0.0419 0.2016
H 1.11463 0.37962 -2.35624 -0.0141 -0.0343 0.2458 0.2271
H 4.55877 -3.35739 -1.00895 0.0947 0.0111 -0.0621 0.1797
H -0.79570 2.77686 0.67500 -0.1062 -0.0878 0.3409 0.2434
H 1.72009 2.43205 -3.58994 0.0959 -0.2568 0.1379 0.2059
H -0.69697 -2.83852 1.50533 -0.2275 0.2480 0.1956 0.2488
H 3.69057 1.41424 -0.45200 -0.0153 -0.0557 -0.0222 0.2288
H 0.29133 -5.08999 1.82247 0.0871 0.2408 0.1133 0.2167
H -4.69167 3.59877 1.79207 0.0866 -0.3103 -0.0229 0.1775
H 0.27669 3.23301 -3.10819 -0.2276 -0.0728 0.3765 0.2142
H -2.78562 6.12223 -1.07488 -0.1010 0.0539 0.0585 0.2013
H -4.86810 5.41823 0.16474 0.0333 0.1041 0.1837 0.2036
H -1.18482 -6.90541 2.78503 0.1759 -0.0035 -0.3233 0.2009
H 6.45534 -1.74750 -1.33134 -0.0284 -0.0555 -0.0361 0.2044
```
Positions in Å, forces in eV/Å.